Record 1
Below is a structure of composition C4H3OP, with properties calculated with ωB97M-V/def2-TZVPD.

Geometry (Å):
C  -1.89110  -0.45315  0.10822
C  2.73782  -0.40065  0.09781
H  0.91188  0.74416  0.11068
C  1.29143  -0.26821  0.08189
H  -3.87429  0.60394  0.12140
H  3.10742  -1.44321  0.11191
C  -2.94978  0.09973  0.10836
O  3.50392  0.53053  0.10485
P  0.27939  -1.59783  0.00934

Forces on atoms 1 to 3 (eV/Å):
C 4.346 -2.153 -0.227
C 0.764 -0.541 -0.005
H -0.077 0.073 0.033

Properties
ΔE to the lowest compared entry with this formula, charge and spin in kJ/mol: 348.6
HOMO-LUMO gap in eV: 8.59
Highest occupied orbital energy in eV: -10.28
Total charge: 0
LUMO level in eV: -1.68
M in g mol⁻¹: 98.04
Total energy in eV: -15527.3122


Record 2
Below is a cluster of 2 separate species, H3NO2 in total, with properties calculated with ωB97M-V/def2-TZVPD.

Geometry (Å):
H  0.20746  0.62064  1.34708
O  -0.49842  1.25918  1.18482
O  0.22662  0.02281  -0.84927
N  0.28347  -1.22829  -1.05628
H  -1.27185  0.68821  1.17653
H  1.05272  -1.36256  -1.80287

Forces on atoms 1 to 3 (eV/Å):
H -0.009 0.325 -0.043
O -0.002 0.035 0.877
O 0.238 -5.097 -1.327

Properties
ΔE to the lowest compared entry with this formula, charge and spin in kJ/mol: 45.3
HOMO-LUMO gap in eV: 9.05
Highest occupied orbital energy in eV: -10.02
Total charge: 0
LUMO level in eV: -0.97
SMILES: N=O.O
M in g mol⁻¹: 49.03
Total energy in eV: -5630.3618


Record 3
Below is a structure of composition C31H35AsBrN10RbSSb, with properties calculated with ωB97M-V/def2-TZVPD.

Geometry (Å):
H  -2.47507  -0.25851  1.07232
C  4.45486  -0.38367  -1.74655
H  1.71223  -1.35445  -4.19017
C  2.51632  -1.08359  -3.51606
H  5.67666  0.13024  -3.44973
C  2.89243  2.51649  1.67110
N  2.38916  -0.73977  1.68842
C  2.04161  3.62524  1.14726
C  -2.31378  0.59037  4.27555
C  -2.18130  -5.19709  -2.06067
N  2.30785  -2.06460  1.67866
H  -1.91286  -4.21612  -4.87189
H  -4.71358  3.35884  -1.02387
H  -2.37706  -5.11408  -0.99586
C  -0.89112  -4.42633  -4.54019
C  -1.56429  1.39859  -1.95442
C  3.72702  -0.60141  -3.98803
C  -1.82274  0.51809  2.97733
H  2.12366  6.98387  0.67887
H  5.19465  -0.11742  -1.00736
C  3.21688  -0.88449  -1.35745
H  -3.15572  -1.08784  2.48926
H  0.49967  -3.54703  3.88973
C  -1.71195  1.84859  -0.64825
H  -3.01733  -0.15500  4.62360
H  2.36271  1.93552  2.42506
H  -0.68599  3.33385  5.37389
C  -2.86911  2.55431  -0.30867
H  1.25908  -5.58345  -2.58423
H  -3.44241  2.24924  1.73169
H  -3.04798  -4.82674  -2.62030
N  2.27571  -1.21998  -2.22615
H  -4.41659  2.55959  -3.33305
C  4.72580  -0.24395  -3.09651
H  -0.66462  -5.47735  -4.72768
C  2.50293  4.93430  1.16878
N  1.70350  -0.25544  2.68100
H  -2.22260  3.50164  1.51256
H  -0.91278  4.19648  -0.39074
N  -1.32215  -4.47054  0.73915
C  -3.12256  3.06501  1.08110
As  -0.72525  -4.02499  -2.60703
C  1.53263  -2.34427  2.72495
H  3.82045  2.89464  2.09506
Rb  0.03447  -2.01564  0.26747
N  1.08669  -3.63292  3.06155
H  1.57860  -4.20298  -1.49977
H  -2.29736  1.61564  6.14763
C  -2.52205  1.64070  -2.92373
Br  4.04080  -0.44399  -5.86485
C  -1.90966  1.59134  5.13889
H  1.67529  -3.99503  -3.27511
C  0.32862  -4.12714  1.98963
C  1.74990  5.97038  0.64355
Sb  0.01773  1.33527  0.60275
C  -3.82571  2.79598  -1.28900
H  3.47096  5.14693  1.60222
H  -0.20395  -3.80720  -5.12276
C  -3.65799  2.35472  -2.58931
N  1.13856  -1.24053  3.36073
C  -0.52614  2.48894  3.41159
C  -1.01235  2.54877  4.70521
H  3.13114  1.82417  0.86328
H  -0.66653  0.85534  -2.22616
H  -2.38122  1.27093  -3.92843
N  -0.24038  -4.67048  0.04422
S  -1.24714  -2.04135  -2.43862
C  1.15792  -4.50651  -2.45791
C  0.04776  4.40226  0.05912
N  0.83174  -4.47350  0.80416
C  -2.26317  -0.60536  2.08776
H  -1.47223  -1.35870  2.04599
C  0.77796  3.36623  0.61493
H  0.16673  3.24473  3.06649
H  -0.05800  6.49796  -0.38073
C  -0.92214  1.48715  2.54006
C  0.52473  5.70216  0.06508
N  -1.00758  -4.11869  1.96926
H  -3.91008  3.81904  1.07228
H  2.97530  -1.00644  -0.31108
H  -1.97818  -6.22896  -2.33686

Forces on atoms 1 to 3 (eV/Å):
H -0.067 -0.035 -0.028
C -0.029 -0.046 -0.112
H -0.017 -0.011 -0.088

Properties
ΔE to the lowest compared entry with this formula, charge and spin in kJ/mol: 134.5
HOMO-LUMO gap in eV: 7.69
Highest occupied orbital energy in eV: -5.59
Total charge: -1
LUMO level in eV: 2.10
M in g mol⁻¹: 941.81
Total energy in eV: -196525.3626


Record 4
Below is a structure of composition C19H13AsFN3O10STi, with properties calculated with ωB97M-V/def2-TZVPD.

Geometry (Å):
C  -1.63613  3.29795  -2.90322
C  -3.40097  0.42341  4.75376
H  2.16666  0.37677  -4.20237
C  1.66358  0.33993  -2.13378
C  1.37936  1.09149  -0.94247
C  1.16961  3.37229  0.07612
H  -2.02215  2.12565  -0.48068
H  -3.33357  -2.42629  6.57145
N  -1.59649  4.42372  -3.13954
C  -1.68017  1.89367  -2.60707
H  -3.85128  1.40745  4.72119
C  -1.84245  -1.16127  3.76625
Ti  1.01044  0.89099  2.16628
H  1.59229  -0.73675  -2.05755
C  1.97283  0.95091  -3.30771
O  2.53608  2.29371  -5.61336
H  -1.94179  -0.35169  -0.08920
O  0.75917  1.80838  3.72816
O  -2.02608  2.59306  3.39783
C  -1.66583  -0.76216  -2.17117
N  2.37921  2.99800  -4.62164
O  -1.03222  1.07922  1.77694
O  -3.41640  1.44134  1.74855
O  1.04485  0.49111  0.10946
F  2.81752  1.10590  2.02864
O  -1.27444  -1.96009  0.99837
H  -1.69829  -3.00374  4.83528
C  -1.49024  0.96704  -3.62971
O  2.51297  4.21404  -4.64430
O  0.91354  3.01367  1.21092
H  -0.08011  2.27636  3.85915
H  1.18004  4.45568  -0.14529
C  -1.86664  0.07658  -1.08233
H  -1.62316  -1.83136  -1.99781
C  2.03299  2.35986  -3.37865
H  -4.44869  -0.19005  6.51876
As  -0.55315  -2.10477  2.48441
C  -2.18358  -2.03125  4.80570
H  1.80099  4.20619  -2.33940
C  -1.87939  1.43705  -1.30359
C  1.77384  3.12647  -2.26374
S  -2.23547  1.40569  2.58042
C  1.45962  2.52030  -1.05336
C  -3.10694  -1.70890  5.78971
C  -3.72571  -0.46939  5.76076
O  0.78018  -0.79154  2.58132
N  -1.48374  -0.34682  -3.42969
C  -2.47530  0.08332  3.76906
H  -1.32193  1.31355  -4.64474

Forces on atoms 1 to 3 (eV/Å):
C -0.006 0.023 0.003
C 0.014 -0.008 -0.013
H -0.004 -0.006 0.001

Properties
ΔE to the lowest compared entry with this formula, charge and spin in kJ/mol: 2.3
HOMO-LUMO gap in eV: 6.50
Highest occupied orbital energy in eV: -2.23
Total charge: -2
LUMO level in eV: 4.27
M in g mol⁻¹: 617.18
Total energy in eV: -142371.3091


Record 5
Below is a cluster of 2 separate species, C2H3O2S2 in total, with properties calculated with ωB97M-V/def2-TZVPD.

Geometry (Å):
H  1.61360  1.05343  -1.27526
S  1.20220  -1.38080  -0.81169
S  -2.40199  0.00904  -0.09619
O  -3.26335  0.13087  -1.30928
H  0.62789  -0.43677  1.22156
C  1.49116  -0.32905  0.62637
O  -2.87745  0.82882  1.04006
H  2.59762  -0.30906  1.15612
C  1.01031  0.43351  -0.55168

Forces on atoms 1 to 3 (eV/Å):
H -0.235 -0.716 1.133
S 0.174 0.006 -0.410
S -1.024 1.001 -0.675

Properties
ΔE to the lowest compared entry with this formula, charge and spin in kJ/mol: 386.5
HOMO-LUMO gap (spin up / spin down) in eV: 4.83 / 6.77
Highest occupied orbital energy (spin up / spin down) in eV: -1.91 / -3.22
Total charge: -1
LUMO level (spin up / spin down) in eV: 2.92 / 3.55
M in g mol⁻¹: 123.18
Total energy in eV: -27885.8735


Record 6
Below is a structure of composition C36H55BrN4O2SiTl, with properties calculated with ωB97M-V/def2-TZVPD.

Geometry (Å):
O  -1.56199  1.74648  0.08620
H  -0.65374  6.03011  4.42606
H  5.16043  0.06227  5.14681
Si  3.66222  -2.25971  3.87300
Tl  -0.22096  -0.33969  1.34773
H  -0.19709  -3.21424  -2.26353
C  -1.15644  2.58117  0.94450
H  1.17325  -3.92276  4.77199
H  -5.63829  -2.50709  -0.03427
C  1.96067  -3.60512  1.95571
H  -5.14784  -4.42425  -2.85623
C  -3.80009  -1.72700  1.97801
C  -4.23413  -3.03739  -1.49257
Br  2.83977  -0.39298  2.83739
N  0.27713  -1.73246  -0.93014
H  7.23134  -1.03342  3.15721
C  -0.32171  4.54188  2.90653
H  2.53663  -3.55354  7.29525
O  -1.36334  -2.84105  1.41876
H  3.54398  -1.02278  -1.45137
C  1.31776  2.37358  0.28494
H  -6.25548  -3.21331  -2.21212
H  4.16905  -3.07648  6.85213
C  -3.61061  -2.36625  0.77272
H  1.82022  -2.37106  -2.21466
H  3.37419  -4.39976  5.99750
C  2.59916  -2.40725  5.46625
C  2.59594  -0.76606  -0.97355
H  -6.66626  -0.09971  2.45383
C  3.21721  -3.41817  6.44833
H  4.45992  -5.18733  3.77488
C  2.47564  0.75253  -0.95197
H  -3.27866  1.64419  0.31200
H  -4.09713  3.30123  2.57270
H  1.88616  -4.41075  1.21718
N  1.33288  1.18305  -0.15055
C  6.29254  -3.14948  4.50050
C  3.49481  -5.04994  3.28505
H  -6.58314  -1.48990  1.41604
C  1.46727  -1.44995  -1.74081
C  -0.48763  -2.64486  -1.37204
H  6.76480  -0.62377  5.40430
H  3.39983  -5.83229  2.52510
H  0.83227  5.10502  4.63478
H  7.32230  -2.88476  4.76051
C  4.37243  -3.60133  1.46262
H  2.31791  1.10019  -1.97754
H  1.79337  -2.66462  1.42737
C  -5.23598  -3.37742  -2.55873
H  1.14055  -3.73112  2.65647
H  1.14645  -0.78116  -2.54646
C  -4.58539  -2.61635  -0.25799
H  5.38839  -1.27810  6.27974
H  -4.93914  -0.12261  -0.06251
C  0.17348  5.56269  3.89389
H  2.16784  3.04088  0.09003
H  6.12066  -1.81687  2.03952
H  6.33946  -3.84031  3.65832
C  -1.62616  4.15660  2.82743
H  -2.36209  4.59634  3.49443
C  -1.86020  -2.87312  -0.88752
C  -5.39072  1.75560  0.89687
H  3.39825  1.21484  -0.58616
C  2.42783  -1.06002  6.18634
H  0.73922  6.35174  3.39625
C  -3.42291  2.84714  1.84984
H  -6.62128  0.31399  -0.09322
C  5.70153  -0.87084  5.32095
H  -2.94797  -1.76407  2.64989
H  4.35389  -2.63118  0.96139
C  -2.21312  -2.73427  0.52587
H  -2.55050  -3.25814  -2.84383
C  0.58420  3.91987  2.01490
C  -5.73666  0.30768  0.54510
H  1.63096  4.20848  2.07319
H  -5.84604  2.05203  1.84425
H  5.71899  -0.23865  2.71516
H  -5.07989  -2.77242  -3.45453
C  5.51747  -1.86296  4.16220
H  1.89563  -0.33852  5.56490
H  1.83148  -1.22254  7.09074
C  1.18309  -2.89222  5.12344
C  -2.06901  3.20184  1.87486
H  0.70114  -2.26675  4.36741
H  5.86963  -3.68262  5.35260
H  4.12444  -4.36536  0.71793
C  0.23428  2.95982  1.09663
H  2.65108  -1.15001  0.04591
N  -3.95658  2.00623  1.00004
H  -5.80060  2.41423  0.12923
C  3.35204  -3.67481  2.60799
H  5.39175  -3.79402  1.79375
C  -6.02520  -0.60993  1.73510
N  -4.82782  -1.02724  2.45726
C  6.17277  -1.20597  2.93698
H  0.56871  -2.85325  6.02926
H  -4.68606  -0.62332  3.36763
C  -2.83236  -3.09067  -1.80754
H  2.71262  -5.22277  4.02413
H  3.36886  -0.61263  6.49281

Forces on atoms 1 to 3 (eV/Å):
O 0.064 -0.131 -0.055
H -0.005 -0.012 -0.004
H -0.001 -0.019 0.004

Properties
HOMO-LUMO gap in eV: 7.43
Highest occupied orbital energy in eV: -10.25
Total charge: +1
LUMO level in eV: -2.82
M in g mol⁻¹: 888.24
Total energy in eV: -130890.9432